Record 1
ORCA calculation (ωB97M-V/def2-TZVPD) on the molecule C3H6ClNS.

Results
frontier orbital gap: 10.09 eV
SMILES: S/N=C\CCCl
energy above the lowest of the compared OMol25 structures with the same formula, charge and spin: 2.5127 eV

```
! wB97M-V def2-TZVPD RIJCOSX def2/J DEFGRID3
* xyz 0 1
C -0.4280 1.1522 0.2052
C 0.3462 -0.0606 0.7229
C 1.3836 -0.8296 -0.0842
H -3.3548 0.3384 -1.2272
H 0.0168 2.1721 0.1738
H -0.5567 -0.8455 0.6593
H 0.7731 0.0269 1.8827
H 1.9522 -1.7132 0.4795
H 0.9567 -1.4349 -0.9847
N -1.4830 1.1794 -0.4045
S -2.3172 -0.3334 -0.6483
Cl 2.7113 0.3483 -0.7744
*
```


Record 2
ORCA calculation (ωB97M-V/def2-TZVPD) on a structure of composition C26H23Br2N9OSY.

Results
frontier orbital gap: 5.02 eV

```
! wB97M-V def2-TZVPD RIJCOSX def2/J DEFGRID3
* xyz 3 1
Y -1.7648 -1.5087 1.1078
C 3.9761 -1.1927 1.9026
N 2.6213 -1.6368 1.5056
C 1.4593 -1.1099 1.8134
N 0.4804 -1.7604 1.1486
C 1.1891 -2.7048 0.4220
N 2.4681 -2.6489 0.6240
C 4.6618 -0.4911 0.7601
C 5.9375 -0.8793 0.3788
C 6.5830 -0.2140 -0.6568
C 5.9502 0.8182 -1.3240
C 4.6629 1.2003 -0.9477
C 4.0272 0.5533 0.1014
C 3.9993 2.2782 -1.6763
N 4.4697 2.9833 -2.6400
N 3.4652 3.8578 -3.0160
C 2.4630 3.6150 -2.2513
O 2.7160 2.6137 -1.3626
C 1.1539 4.2635 -2.2630
C 0.9165 5.2767 -3.1847
C -0.3209 5.8986 -3.2165
C -1.3208 5.5101 -2.3399
C -1.0824 4.4988 -1.4148
C -2.2052 4.1456 -0.4667
N -1.9606 2.8927 0.2680
C -2.1449 1.6541 -0.1407
N -1.7424 0.8003 0.8180
C -1.2961 1.6515 1.8102
N -1.4169 2.9086 1.5027
C 0.1552 3.8778 -1.3720
H 4.5162 -2.0866 2.2058
H 3.8416 -0.5521 2.7751
H 1.3429 -0.2783 2.4903
H 0.7335 -3.4267 -0.2382
H 6.4338 -1.6963 0.8876
H 7.5808 -0.5117 -0.9477
H 6.4369 1.3359 -2.1395
H 3.0354 0.8806 0.3969
H 1.7040 5.5672 -3.8667
H -0.5085 6.6883 -3.9306
H -2.2863 6.0010 -2.3746
H -3.1459 4.0204 -1.0026
H -2.3495 4.9051 0.3004
H -2.5523 1.4037 -1.1080
H -0.8934 1.3247 2.7557
H 0.3769 3.1082 -0.6421
Br -4.3407 -0.6752 2.6053
C -3.4081 -0.8320 4.2906
Br -1.5619 -1.4121 4.0227
H -3.8935 -1.5914 4.8916
H -3.3770 0.1421 4.7634
S -2.5641 -3.9686 1.1795
C -3.7885 -4.9207 0.3647
N -3.8775 -6.2102 0.7676
C -4.7396 -7.1047 0.2489
C -5.5977 -6.7222 -0.7514
C -5.5415 -5.4068 -1.1968
C -4.6404 -4.5070 -0.6418
H -3.2468 -6.5201 1.4996
H -4.6999 -8.1021 0.6637
H -6.2883 -7.4378 -1.1725
H -6.2028 -5.0767 -1.9876
H -4.5982 -3.4897 -0.9999
*
```


Record 3
ORCA calculation (ωB97M-V/def2-TZVPD) on a cluster of 2 separate species, C4H5N3 in total.

Results
frontier orbital gap: 11.02 eV
energy above the lowest of the compared OMol25 structures with the same formula, charge and spin: 3.6683 eV

```
! wB97M-V def2-TZVPD RIJCOSX def2/J DEFGRID3
* xyz 0 1
C -1.7621 1.0288 0.6922
N -0.0155 -0.7416 -0.9284
C 1.1593 -0.7834 -0.4569
C 2.3039 -1.4301 -1.0580
N 3.2030 -1.9953 -1.5119
C 0.7316 1.2810 1.6141
N -0.3817 1.4676 1.2349
H -1.7886 0.0856 0.1061
H -2.3122 1.7792 0.1022
H -2.4214 0.8446 1.5327
H -0.0563 -1.1490 -1.8575
H 1.3400 -0.3872 0.5305
*
```


Record 4
ORCA calculation (ωB97M-V/def2-TZVPD) on a cluster of 6 separate species, C40H70F2N6O6S in total.

Results
frontier orbital gap: 10.49 eV
SMILES: CCCCCCC[C@@H]1[C@@H](F)OS(=O)(=O)[C@@H](C[C@H](C)F)[C@@]1(COCCOCC)OC#N.CCCC#N.CCCC#N.CCCC#N.CCCC#N.CCCC#N

```
! wB97M-V def2-TZVPD RIJCOSX def2/J DEFGRID3
* xyz 0 1
C -0.4798 -4.7268 1.1999
C 0.3057 -3.4381 0.9282
C 0.5515 -3.1883 -0.5667
C -0.6608 -2.6173 -1.3089
C -0.2986 -2.0047 -2.6812
C -0.9989 -0.6715 -2.9600
C -0.4820 0.4370 -2.0336
C -1.1704 1.7979 -2.3070
C -0.1823 2.8086 -2.8889
F -0.7744 3.5503 -3.8757
O 0.2928 3.7724 -1.9566
S 0.6255 3.2658 -0.4779
O 1.0206 4.4443 0.2136
O 1.5366 2.1628 -0.5495
C -0.9889 2.6535 0.0912
C -1.5363 3.6549 1.1152
C -1.0712 3.3652 2.5403
C -1.0877 4.5904 3.4162
F 0.2265 2.8008 2.5231
C -1.9356 2.3776 -1.0916
C -3.0419 1.3940 -0.7334
O -3.4744 1.5023 0.6131
C -4.5479 0.6028 0.8922
C -5.5542 1.1758 1.8895
O -5.3074 0.7987 3.2392
C -5.5472 -0.5789 3.5085
C -6.7127 -0.7743 4.4808
O -2.4702 3.6624 -1.5644
C -3.6304 4.0012 -1.1325
N -4.6618 4.2860 -0.7680
H -1.3711 -4.8111 0.5732
H -0.8021 -4.7617 2.2469
H 0.1672 -5.5942 1.0421
H -0.2002 -2.5768 1.3811
H 1.2793 -3.5197 1.4258
H 0.8499 -4.1389 -1.0251
H 1.4002 -2.4987 -0.6728
H -1.1804 -1.8997 -0.6627
H -1.3762 -3.4273 -1.4978
H -0.5539 -2.7313 -3.4591
H 0.7842 -1.8390 -2.7420
H -2.0816 -0.8077 -2.8197
H -0.8551 -0.3660 -4.0031
H -0.6298 0.1337 -0.9955
H 0.5989 0.5189 -2.1720
H -1.9221 1.6401 -3.0907
H 0.6742 2.2984 -3.3410
H -0.7750 1.7030 0.5878
H -1.2563 4.6736 0.8317
H -2.6283 3.6340 1.1557
H -1.7227 2.5937 2.9703
H -2.1194 4.8362 3.6786
H -0.5699 5.4393 2.9656
H -0.5931 4.3503 4.3623
H -3.8868 1.5240 -1.4280
H -2.6634 0.3748 -0.8843
H -4.1205 -0.3276 1.2889
H -5.0736 0.3417 -0.0359
H -5.5431 2.2691 1.8474
H -6.5663 0.8540 1.6003
H -5.7719 -1.1279 2.5866
H -4.6289 -1.0020 3.9326
H -7.6645 -0.8068 3.9451
H -6.5970 -1.7265 5.0094
H -6.7411 0.0243 5.2282
C 4.1564 -7.7769 -0.6145
C 4.5025 -7.0015 -1.8795
C 3.5313 -5.8471 -2.1529
C 2.1611 -6.3273 -2.3451
N 1.0943 -6.7148 -2.4941
H 3.1744 -8.2467 -0.6910
H 4.8879 -8.5655 -0.4410
H 4.1525 -7.1231 0.2604
H 4.5102 -7.6787 -2.7332
H 5.5090 -6.5915 -1.7972
H 3.8260 -5.3018 -3.0511
H 3.5322 -5.1393 -1.3213
C 5.2213 -8.9698 -7.2119
C 4.4950 -7.7683 -6.6202
C 5.4540 -6.6966 -6.0877
C 6.3065 -7.2209 -5.0181
N 6.9560 -7.6306 -4.1695
H 5.8253 -9.4784 -6.4592
H 4.5075 -9.6923 -7.6064
H 5.8804 -8.6678 -8.0281
H 3.8373 -8.0956 -5.8124
H 3.8602 -7.3100 -7.3801
H 4.8968 -5.8461 -5.6921
H 6.0984 -6.3262 -6.8869
C 3.0915 4.0769 -3.5694
C 4.5181 4.4048 -3.9881
C 4.7127 4.3569 -5.5082
C 4.4185 3.0239 -6.0398
N 4.1907 1.9709 -6.4255
H 2.8234 3.0619 -3.8696
H 2.9821 4.1425 -2.4882
H 2.3780 4.7683 -4.0229
H 5.2101 3.7053 -3.5155
H 4.7847 5.4029 -3.6369
H 5.7387 4.6114 -5.7764
H 4.0527 5.0737 -6.0001
C -6.8340 4.7371 6.2192
C -6.8735 3.2437 5.9182
C -5.6573 2.4921 6.4760
C -4.4196 3.0036 5.8897
N -3.4870 3.4808 5.4248
H -5.9689 5.2116 5.7545
H -7.7271 5.2285 5.8336
H -6.7857 4.9224 7.2942
H -6.9254 3.0838 4.8396
H -7.7745 2.8057 6.3529
H -5.7246 1.4245 6.2623
H -5.6003 2.6124 7.5595
C 4.7486 4.2316 5.5609
C 3.6213 3.4351 4.9149
C 2.8229 4.2469 3.8889
C 2.1907 5.4149 4.5040
N 1.7055 6.3270 4.9970
H 4.3606 5.0863 6.1165
H 5.3098 3.6098 6.2588
H 5.4455 4.6055 4.8081
H 2.9428 3.0665 5.6867
H 4.0326 2.5600 4.4086
H 2.0418 3.6377 3.4339
H 3.4740 4.5986 3.0863
*
```